No. 1
Computed, not measured: C21H26N2O6 in the gas phase, with the ωB97M-V functional and the def2-TZVPD basis.

XYZ file:
```
55
C21H26N2O6, DFT the ωB97M-V functional and the def2-TZVPD basis
O 2.2846 6.2189 -1.6529
O -1.8298 -7.0988 2.5014
O 1.2767 3.8845 1.1599
O 4.5457 6.6751 -1.2938
O -4.1274 -2.0299 -0.5421
O 0.1390 -4.9807 2.3740
N -1.9772 -1.9240 -1.2143
N 2.5993 3.5957 -0.6476
C -1.9823 -5.9349 1.8185
C -1.0593 -4.8746 1.7091
C -0.5002 1.1999 -2.3230
C -0.1398 1.5096 0.3990
C -3.5410 -4.7067 0.4275
C -1.1881 0.3733 -1.4443
C 0.3692 2.1665 -1.8509
C -1.0054 0.5454 -0.0760
C -2.6219 -3.6762 0.2881
C -1.3941 -3.7708 0.9377
C 0.5720 2.3182 -0.4832
C 4.3716 7.4875 -0.1436
C -2.1217 -0.6923 -1.9537
C -3.2116 -5.8187 1.1707
C 2.1272 6.9935 -2.8222
C 1.0332 -3.8974 2.3426
C 3.4958 4.6742 -0.3312
C 1.4852 3.3494 0.0903
C 3.5680 5.6914 -1.4844
C -0.6710 -7.3794 3.2544
C -2.9977 -2.4763 -0.5084
H -0.5273 -6.6569 4.0602
H 1.8693 -4.1962 2.9735
H 2.7158 3.1379 -1.5371
H 0.5828 -2.9866 2.7499
H 0.2230 -7.4055 2.6284
H 0.8640 2.8203 -2.5552
H 2.2852 6.3806 -3.7178
H -3.1643 -0.3834 -1.8148
H 1.4015 -3.7028 1.3295
H -1.9502 -0.8679 -3.0220
H -4.5022 -4.6245 -0.0538
H -0.6528 1.0906 -3.3874
H 3.3200 7.7490 -0.0068
H 4.9556 8.3886 -0.3217
H -0.0005 1.6581 1.4590
H -0.7001 -2.9471 0.8700
H 3.0912 5.1538 0.5630
H -0.8453 -8.3675 3.6802
H -1.5585 -0.0756 0.6137
H 4.5067 4.3015 -0.1325
H 3.8955 5.1812 -2.4107
H 1.1052 7.3645 -2.8041
H -3.9036 -6.6381 1.2819
H 4.7432 6.9845 0.7536
H -1.0658 -2.3506 -1.1925
H 2.8284 7.8325 -2.8404
```

Kohn-Sham gap (eV): 8.8
Max |F| (eV/Å): 0.53
Energy relative to the best compared isomer or geometry (same formula, charge and spin) (kJ/mol): 212.10
E_tot (eV): -37463.59202
HOMO (eV): -8.280

Results of the natural (NBO) charge analysis, in e, for atoms 1 through 6: O -0.545; O -0.491; O -0.615; O -0.544; O -0.618; O -0.522


No. 2
Computed, not measured: C21H26N4O4S in the gas phase in a non-equilibrium geometry, with the ωB97M-V functional and the def2-TZVPD basis.

XYZ file:
```
56
C21H26N4O4S, DFT the ωB97M-V functional and the def2-TZVPD basis
S 3.3564 1.8411 -3.6317
O 2.7451 3.1728 1.0338
O -3.1858 -2.3139 1.6974
O -0.1747 0.1213 -2.5609
O 1.1177 -1.5566 1.5819
N -0.6149 -1.3883 0.1661
N -1.2745 -2.2893 2.9297
N 3.0908 0.0478 -1.8033
N 3.0323 2.2782 -0.9866
C 0.4143 1.5820 4.0337
C -1.5102 -0.6373 -0.6848
C -1.9820 -2.4465 1.7945
C -0.0838 0.3269 4.3360
C -1.5372 2.0400 2.7220
C -1.0870 -2.7069 0.5775
C -1.1898 -0.7908 -2.1764
C -1.3132 -0.0813 3.8355
C -0.2370 0.2250 -3.9655
C 0.9132 0.4967 0.3518
C -1.7899 -1.4979 4.0365
C 0.4980 -0.8965 0.7622
C -0.3084 2.4401 3.2220
C 2.3250 0.8115 0.8542
C 2.7218 2.1704 0.3603
C 3.1344 1.3220 -1.9535
C -1.7271 0.1401 -4.3445
C 3.3796 0.1733 -4.0753
C -2.3830 -0.4608 -3.0922
C -2.0357 0.7844 3.0239
C 3.2240 -0.6076 -2.9801
H -3.0242 0.2717 -2.6029
H 2.3327 0.8136 1.9442
H 0.2309 1.1687 -4.2480
H 0.8674 0.5719 -0.7330
H -2.1071 2.7067 2.0900
H -0.2630 -2.2786 2.8320
H -2.5227 -1.0063 -0.5008
H -2.1280 1.1285 -4.5599
H 1.3728 1.8916 4.4228
H -2.9733 -1.3473 -3.3111
H -0.8399 -1.8179 -2.3725
H 3.0128 0.0534 0.4828
H -1.8682 -0.4867 -5.2224
H 0.0925 3.4109 2.9726
H -1.6556 -3.1601 -0.2341
H 0.2088 1.2094 0.7910
H -2.9863 0.4644 2.6221
H -1.4830 0.4229 -0.4295
H 0.3247 -0.6025 -4.4233
H -2.8793 -1.5610 4.0058
H -0.2266 -3.3261 0.8339
H -1.4191 -1.9163 4.9749
H 3.2164 3.2293 -1.2868
H 3.2039 -1.6817 -2.9721
H 0.4884 -0.3453 4.9590
H 3.5067 -0.1130 -5.0988
```

Kohn-Sham gap (eV): 9.2
Max |F| (eV/Å): 1.19
Energy relative to the best compared isomer or geometry (same formula, charge and spin) (kJ/mol): 108.05
E_tot (eV): -47186.23012
HOMO (eV): -8.730

Results of the natural (NBO) charge analysis, in e, for atoms 1 through 6: S 0.342; O -0.584; O -0.639; O -0.543; O -0.669; N -0.434


No. 3
Computed, not measured: a molecular structure, C21H26N4OS3Sc, with the ωB97M-V functional and the def2-TZVPD basis.

XYZ file:
```
56
C21H26N4OS3Sc, DFT the ωB97M-V functional and the def2-TZVPD basis
Sc 0.7955 -1.6577 0.1736
S 0.1873 0.2785 -1.4869
S 2.9331 -0.5952 0.9703
S 1.5162 1.2630 2.8671
O -0.9914 -2.3396 0.1120
N -0.6922 -0.4256 -3.8889
N 1.5991 -0.5693 -3.5960
N 1.0046 -2.5532 2.1934
N 0.6948 -1.1657 2.4130
C -0.4216 5.4508 2.7868
C 1.6620 -0.3217 2.0901
C 0.6719 6.2923 2.9321
C 1.8103 -1.5193 -4.6864
C -2.2624 -2.9266 3.4684
C -0.0152 -3.3404 2.3581
C -0.6628 -0.0666 -5.3074
C -2.0375 -0.4731 -3.3207
C -3.5448 -2.4135 3.3634
C 1.2101 2.3226 1.4101
C 1.0173 3.7227 1.9254
C 0.2705 -4.8085 2.4013
C 1.9379 5.8496 2.5777
C -3.1464 -1.8247 1.0529
C -1.4116 -2.8658 2.3738
C 2.8102 -0.1407 -2.9054
C -1.8603 -2.3361 1.1515
C 2.1102 4.5686 2.0772
C -0.2487 4.1692 2.2876
C -3.9757 -1.8626 2.1645
C 0.3828 -0.2990 -3.0995
H -1.9159 -3.3447 4.4045
H 0.8832 -5.1024 1.5472
H 2.5434 -2.2578 -4.3588
H -4.9784 -1.4630 2.0897
H -0.9784 -0.9012 -5.9336
H 2.0569 2.2630 0.7279
H 0.8553 -5.0337 3.2951
H -1.4100 5.7920 3.0644
H -0.6464 -5.3897 2.4081
H 3.1001 4.2215 1.8054
H 3.0581 -0.8002 -2.0678
H 2.1944 -1.0281 -5.5808
H -2.6812 -0.9853 -4.0340
H 0.3299 0.2553 -5.6016
H -4.2081 -2.4389 4.2164
H -1.3525 0.7649 -5.4603
H -3.4878 -1.4157 0.1116
H -2.0278 -1.0228 -2.3840
H 0.3105 1.9683 0.9058
H 3.6321 -0.1661 -3.6176
H 0.5374 7.2923 3.3220
H 0.8827 -2.0311 -4.9236
H 2.6921 0.8688 -2.5225
H 2.7935 6.5019 2.6917
H -2.4253 0.5321 -3.1460
H -1.1013 3.5085 2.1818
```

Kohn-Sham gap (eV): 7.4
Max |F| (eV/Å): 0.49
Total charge: +1
Energy relative to the best compared isomer or geometry (same formula, charge and spin) (kJ/mol): 198.29
E_tot (eV): -83408.70422
HOMO (eV): -11.165

Results of the natural (NBO) charge analysis, in e, for atoms 1 through 6: Sc 1.683; S -0.286; S -0.176; S 0.327; O -0.873; N -0.406


No. 4
Computed, not measured: a molecular structure, C21H26N6O5Tl, with the ωB97M-V functional and the def2-TZVPD basis.

XYZ file:
```
59
C21H26N6O5Tl, DFT the ωB97M-V functional and the def2-TZVPD basis
Tl 1.5511 0.8477 0.2981
O -2.2427 3.5514 -1.5439
O 2.4474 1.9950 -2.9401
O -0.5515 2.2971 0.3063
O 2.4669 0.1180 -4.1530
O 1.9631 -1.1458 1.5596
N 0.4402 3.4158 -3.5857
N -0.0324 -2.1627 2.1888
N 0.5895 -0.5784 -1.9627
N 2.3763 3.4988 -4.8918
N -0.7673 -1.5690 1.1871
N 2.3794 4.3720 -2.7189
C -0.2492 1.4627 -5.1318
C 3.2223 -2.2988 3.7521
C -2.8624 -0.4087 -0.4570
C -0.3837 2.9290 -4.6876
C 2.0783 -4.5389 4.9067
C -1.0133 -0.3208 1.2228
C 1.8242 3.4331 -3.6050
C 1.9111 0.8729 -3.3837
C 1.2334 -1.9086 2.2843
C -3.6380 0.1706 -1.4474
C -2.4402 2.2419 -1.1362
C -3.4285 1.5136 -1.7652
C -2.3016 4.4997 -0.4876
C 1.9418 -2.6835 3.3694
C -1.8660 0.3146 0.1967
C -0.4667 0.4122 -4.0404
C -1.5796 1.6612 -0.1608
C 3.9292 -3.0277 4.6999
C 0.5099 0.5648 -2.8674
C 3.3629 -4.1567 5.2749
C 1.3720 -3.8062 3.9648
H -3.2685 4.4391 0.0232
H -4.4051 -0.3989 -1.9562
H -0.6323 0.3144 2.0271
H 0.0509 3.2606 -2.6672
H 1.6315 -5.4223 5.3478
H 0.3748 -4.0948 3.6624
H -0.9884 1.3202 -5.9254
H 0.7258 1.2852 -5.5920
H 3.9209 -4.7396 5.9980
H -2.2007 5.4835 -0.9453
H 3.3816 3.5904 -4.8407
H 2.1522 2.6802 -5.4413
H 3.3377 4.1283 -2.5055
H -1.5011 4.3319 0.2321
H -4.0260 2.0139 -2.5196
H -1.4111 3.1116 -4.3711
H -3.0085 -1.4425 -0.1669
H 0.1726 1.3914 -2.2444
H -0.1890 3.5679 -5.5520
H 1.0394 -1.3847 -2.3797
H -0.3441 -0.5830 -4.4739
H 3.6525 -1.4280 3.2760
H 1.8535 4.4051 -1.8550
H 4.9284 -2.7183 4.9837
H -0.3479 -0.8384 -1.6634
H -1.4829 0.4917 -3.6501
```

Kohn-Sham gap (eV): 6.9
Max |F| (eV/Å): 0.74
Total charge: -1
Energy relative to the best compared isomer or geometry (same formula, charge and spin) (kJ/mol): 0.00
E_tot (eV): -46072.48180
HOMO (eV): -4.321

Results of the natural (NBO) charge analysis, in e, for atoms 1 through 6: Tl 0.804; O -0.547; O -0.675; O -0.863; O -0.626; O -0.861